No. 1
Entry from the OMol25 dataset: the molecule C23H29N3O4S in a non-equilibrium geometry (wB97M-V/def2-TZVPD).

Atoms and positions in Å:
C  -3.402  -2.565  -1.101
H  -3.617  -2.459  -2.161
H  -2.775  -3.443  -0.967
H  -2.853  -1.688  -0.768
C  -4.687  -2.732  -0.288
N  -5.481  -1.537  -0.173
S  -5.422  -0.660  1.229
O  -6.657  0.056  1.364
O  -5.004  -1.536  2.286
C  -4.112  0.529  0.943
C  -2.804  0.172  1.213
C  -1.783  1.061  0.939
C  -2.061  2.319  0.394
C  -3.394  2.658  0.138
C  -4.416  1.770  0.415
H  -5.451  2.022  0.244
H  -3.621  3.630  -0.273
C  -1.021  3.281  0.081
C  0.268  3.206  0.427
C  1.209  4.282  0.060
O  0.859  5.421  -0.192
N  2.536  3.956  0.077
C  3.136  2.694  0.131
C  2.563  1.575  -0.471
C  3.180  0.345  -0.397
C  4.400  0.178  0.269
C  4.985  1.314  0.835
C  4.367  2.546  0.762
H  4.837  3.406  1.216
H  5.926  1.243  1.358
N  5.017  -1.065  0.273
C  4.249  -2.247  0.619
H  3.221  -2.150  0.276
C  4.899  -3.472  -0.026
O  6.234  -3.614  0.399
C  6.979  -2.467  0.072
C  6.392  -1.200  0.706
H  6.970  -0.343  0.360
H  6.467  -1.275  1.803
H  7.991  -2.643  0.440
H  7.005  -2.339  -1.021
H  4.383  -4.386  0.271
H  4.864  -3.370  -1.122
H  4.244  -2.388  1.712
H  2.721  -0.495  -0.896
H  1.641  1.677  -1.024
H  3.161  4.749  0.001
H  0.666  2.400  1.025
H  -1.330  4.148  -0.492
H  -0.762  0.776  1.142
H  -2.611  -0.795  1.651
C  -6.345  -1.093  -1.237
C  -5.645  -0.270  -2.320
H  -4.968  -0.883  -2.908
H  -5.076  0.541  -1.872
H  -6.390  0.153  -2.988
H  -6.827  -1.967  -1.688
H  -7.113  -0.483  -0.757
H  -5.301  -3.527  -0.727
H  -4.440  -3.015  0.736

As for the energy above the lowest of the compared OMol25 structures with the same formula, charge and spin: 64.2 kcal/mol. Its calculated total energy is -47816.4343 eV. Its net charge is 0. The value obtained for the LUMO energy is -0.35 eV. Its SMILES is CCN(CC)S(=O)(=O)c1ccc(/C=C/C(=O)Nc2ccc(N3CCOCC3)cc2)cc1.

---

No. 2
Entry from the OMol25 dataset: a structure of composition C25H53BCl2InO10 in a non-equilibrium geometry (wB97M-V/def2-TZVPD).

Atoms and positions in Å:
C  -1.070  -0.261  4.013
C  -0.556  0.746  2.826
O  -1.618  1.510  2.150
B  -2.692  0.643  1.629
O  -3.899  0.487  2.515
In  -2.713  -0.443  -0.370
C  -2.084  0.811  -2.145
C  -0.518  1.295  -2.145
C  0.446  0.385  -3.165
C  0.155  1.469  -0.657
C  -1.622  -2.475  -0.248
Cl  0.125  -2.325  0.366
C  -1.791  -3.372  -1.617
C  -1.211  -2.666  -2.978
Cl  -0.796  -4.965  -1.393
H  -1.968  0.200  4.634
H  -0.132  -0.518  4.696
H  -1.375  -1.301  3.515
H  0.081  0.110  2.059
H  0.198  1.557  3.270
H  -4.099  -0.510  2.511
H  -4.463  -0.893  -0.668
H  -2.302  0.333  -3.192
H  -2.740  1.807  -2.103
H  -0.510  2.385  -2.634
H  1.043  -0.451  -2.605
H  -0.209  0.005  -4.063
H  1.232  1.147  -3.641
H  -0.486  2.259  -0.079
H  1.219  1.974  -0.835
H  0.351  0.470  -0.081
H  -2.217  -3.067  0.602
H  -2.919  -3.746  -1.725
H  -1.209  -3.502  -3.829
H  -1.909  -1.811  -3.377
H  -0.114  -2.316  -2.748
O  3.487  3.684  3.789
C  2.801  4.499  3.172
O  1.638  4.119  2.599
C  0.678  5.023  2.023
C  1.033  5.346  0.585
C  3.287  5.903  2.965
H  0.560  5.919  2.640
H  -0.287  4.505  2.045
H  1.998  5.856  0.514
H  0.270  5.986  0.133
H  1.117  4.427  -0.004
H  3.952  5.929  2.099
H  3.844  6.212  3.856
H  2.487  6.631  2.840
O  -4.802  -3.162  -2.916
C  -5.345  -2.702  -3.920
O  -4.805  -1.644  -4.565
C  -5.252  -1.153  -5.841
C  -6.409  -0.188  -5.676
C  -6.661  -3.244  -4.390
H  -5.483  -1.977  -6.523
H  -4.402  -0.619  -6.282
H  -7.279  -0.677  -5.228
H  -6.707  0.228  -6.643
H  -6.130  0.634  -5.009
H  -7.469  -2.763  -3.833
H  -6.682  -4.322  -4.196
H  -6.829  -3.125  -5.460
O  0.282  -3.725  8.118
C  1.050  -3.525  7.177
O  0.845  -4.131  5.986
C  1.565  -3.824  4.779
C  2.864  -4.603  4.710
C  2.276  -2.682  7.360
H  1.714  -2.745  4.672
H  0.921  -4.129  3.947
H  3.536  -4.337  5.530
H  3.379  -4.411  3.765
H  2.671  -5.677  4.794
H  3.078  -3.298  7.776
H  2.041  -1.875  8.061
H  2.618  -2.199  6.446
O  3.491  3.438  -2.843
C  4.271  2.569  -2.454
O  4.885  1.754  -3.341
C  5.946  0.840  -3.012
C  5.390  -0.478  -2.511
C  4.484  2.335  -0.988
H  6.653  1.293  -2.311
H  6.502  0.664  -3.939
H  4.815  -0.348  -1.590
H  6.197  -1.189  -2.318
H  4.708  -0.911  -3.250
H  3.694  1.681  -0.610
H  4.430  3.300  -0.472
H  5.459  1.916  -0.747

As for the energy above the lowest of the compared OMol25 structures with the same formula, charge and spin: 113.9 kcal/mol. Its calculated total energy is -78152.1766 eV. Its net charge is -1. The value obtained for the LUMO energy is 2.26 eV.

---

No. 3
Entry from the OMol25 dataset: a structure of composition C31H29N3O3PSTl (wB97M-V/def2-TZVPD).

Atoms and positions in Å:
Tl  -1.089  0.199  -0.298
N  -4.266  -2.263  1.850
C  -3.209  -1.787  1.116
S  -2.571  -0.261  1.699
N  -2.855  -2.492  0.099
N  -1.798  -2.002  -0.657
C  -1.471  -2.798  -1.619
C  -0.421  -2.675  -2.594
C  -0.390  -3.655  -3.602
C  0.570  -3.660  -4.584
C  1.549  -2.655  -4.561
C  1.558  -1.690  -3.585
C  0.577  -1.663  -2.560
O  0.624  -0.767  -1.634
H  -4.409  -1.882  2.768
H  -4.518  -3.225  1.690
H  -2.076  -3.703  -1.688
H  -1.156  -4.424  -3.593
H  0.574  -4.420  -5.352
H  2.314  -2.639  -5.330
H  2.311  -0.912  -3.568
O  -0.406  2.275  -2.340
C  0.013  1.861  -1.298
C  1.311  2.338  -0.703
C  1.854  3.473  -1.308
C  3.024  4.036  -0.836
C  3.674  3.457  0.247
C  3.146  2.325  0.844
C  1.960  1.751  0.387
P  1.318  0.246  1.222
C  0.958  0.851  2.901
C  0.757  -0.092  3.911
C  0.335  0.301  5.169
C  0.084  1.642  5.433
C  0.257  2.583  4.431
C  0.694  2.191  3.171
C  2.815  -0.776  1.384
C  3.630  -0.785  2.513
C  4.761  -1.589  2.548
C  5.083  -2.385  1.458
C  4.272  -2.381  0.331
C  3.136  -1.586  0.294
H  1.333  3.898  -2.155
H  3.431  4.919  -1.310
H  4.594  3.884  0.624
H  3.666  1.871  1.678
H  0.925  -1.144  3.706
H  0.191  -0.442  5.943
H  -0.252  1.949  6.415
H  0.056  3.628  4.627
H  0.831  2.939  2.400
H  3.383  -0.167  3.368
H  5.390  -1.592  3.429
H  5.965  -3.013  1.489
H  4.517  -3.003  -0.519
H  2.493  -1.579  -0.578
C  -5.006  2.307  -1.741
C  -5.470  0.906  -2.148
C  -4.390  0.031  -1.544
O  -3.177  0.772  -1.757
C  -3.478  2.180  -1.691
H  -5.400  2.565  -0.758
H  -5.324  3.075  -2.444
H  -5.478  0.797  -3.233
H  -6.461  0.664  -1.766
H  -4.266  -0.936  -2.026
H  -4.553  -0.120  -0.473
H  -2.975  2.653  -2.531
H  -3.069  2.594  -0.764

As for the energy above the lowest of the compared OMol25 structures with the same formula, charge and spin: 31.8 kcal/mol. Its calculated total energy is -68046.9450 eV. Its net charge is 0. The value obtained for the LUMO energy is 0.13 eV.

---

No. 4
Entry from the OMol25 dataset: a structure of composition C41H37Cl2CoF6N2O5P2Sb in a non-equilibrium geometry (wB97M-V/def2-TZVPD).

Atoms and positions in Å:
Co  0.053  -0.541  1.388
O  0.990  -1.343  -0.219
P  1.705  -0.709  -1.387
C  0.545  0.383  -2.292
P  -0.042  1.754  -1.204
O  -0.341  1.175  0.147
C  1.135  3.104  -1.067
C  1.689  3.296  0.195
C  2.605  4.315  0.403
C  2.951  5.148  -0.650
C  2.386  4.969  -1.908
C  1.479  3.946  -2.124
C  -1.548  2.359  -1.993
C  -1.780  3.726  -2.125
C  -2.963  4.177  -2.690
C  -3.921  3.267  -3.109
C  -3.702  1.903  -2.959
C  -2.523  1.447  -2.395
C  2.283  -1.987  -2.514
C  3.010  -1.625  -3.647
C  3.553  -2.608  -4.455
C  3.367  -3.947  -4.137
C  2.645  -4.308  -3.009
C  2.113  -3.326  -2.187
C  3.192  0.218  -0.990
C  3.661  1.231  -1.824
C  4.855  1.867  -1.534
C  5.588  1.483  -0.420
C  5.157  0.433  0.376
C  3.963  -0.209  0.088
H  -0.337  -0.236  -2.474
H  0.946  0.715  -3.249
H  1.400  2.643  1.007
H  3.040  4.440  1.385
H  3.666  5.945  -0.491
H  2.656  5.628  -2.722
H  1.038  3.808  -3.105
H  -1.037  4.434  -1.784
H  -3.133  5.240  -2.795
H  -4.842  3.619  -3.554
H  -4.453  1.195  -3.282
H  -2.367  0.383  -2.256
H  3.168  -0.581  -3.889
H  4.130  -2.332  -5.327
H  3.787  -4.716  -4.771
H  2.504  -5.354  -2.772
H  1.572  -3.592  -1.287
H  3.103  1.526  -2.702
H  5.208  2.663  -2.176
H  6.513  1.994  -0.185
H  5.741  0.112  1.227
H  3.621  -1.030  0.703
C  -6.272  -1.761  -0.429
O  -6.214  -0.511  0.243
C  -5.049  -0.113  0.754
C  -5.087  1.091  1.493
C  -3.955  1.556  2.087
C  -2.721  0.877  1.965
C  -1.570  1.292  2.693
C  -1.575  2.537  3.520
O  -0.513  0.600  2.730
C  -2.669  -0.308  1.172
O  -1.586  -1.000  0.950
C  -3.857  -0.794  0.604
H  -7.319  -1.921  -0.666
H  -5.917  -2.567  0.217
H  -5.690  -1.736  -1.354
H  -6.033  1.604  1.593
H  -4.009  2.451  2.690
H  -2.252  2.421  4.367
H  -1.913  3.386  2.926
H  -0.572  2.719  3.893
H  -3.785  -1.711  0.037
Cl  -1.384  -2.829  -1.562
C  -2.484  -4.216  -1.430
Cl  -2.819  -4.608  0.268
H  -2.025  -5.080  -1.894
H  -3.420  -3.960  -1.911
N  -1.149  -6.924  4.905
C  -0.843  -5.930  4.418
C  -0.502  -4.685  3.796
C  -0.828  -3.479  4.411
C  -0.544  -2.305  3.741
N  0.038  -2.298  2.545
C  0.387  -3.445  1.970
C  0.141  -4.667  2.561
H  -1.288  -3.460  5.388
H  -0.786  -1.347  4.182
H  0.871  -3.371  1.004
H  0.426  -5.589  2.076
F  1.764  -0.101  2.007
Sb  2.390  0.608  3.928
F  2.119  -1.214  4.370
F  0.845  0.928  4.990
F  3.409  1.279  5.341
F  2.195  2.291  3.082
F  4.018  0.192  3.070

As for the energy above the lowest of the compared OMol25 structures with the same formula, charge and spin: 15.5 kcal/mol. Its calculated total energy is -160428.7002 eV. Its net charge is +1. The value obtained for the LUMO energy (spin up / spin down) is -3.93 / -3.93 eV.

---

No. 5
Entry from the OMol25 dataset: a cluster of 2 separate species, H2NO5PS in total in a non-equilibrium geometry (wB97M-V/def2-TZVPD).

Atoms and positions in Å:
N  0.977  -0.811  -0.319
O  -3.507  -0.550  -0.090
O  -5.260  1.793  1.346
O  -2.834  1.697  -1.022
O  -3.338  3.142  2.028
O  -3.724  0.979  3.089
P  -2.851  0.768  0.143
S  -3.899  1.800  1.892
H  0.041  -0.617  -0.690
H  1.032  -0.197  0.503

As for the energy above the lowest of the compared OMol25 structures with the same formula, charge and spin: 86.0 kcal/mol. Its calculated total energy is -31882.9256 eV. Its net charge is -2. The value obtained for the LUMO energy (spin up / spin down) is 6.45 / 4.81 eV.

---

No. 6
Entry from the OMol25 dataset: a cluster of 3 separate species, C36H55N2O12 in total in a non-equilibrium geometry (wB97M-V/def2-TZVPD).

Atoms and positions in Å:
C  1.926  -0.910  5.410
O  3.016  -1.740  4.999
C  3.644  -1.267  3.839
C  2.748  -1.233  2.575
C  2.738  0.145  1.890
C  1.753  0.162  0.709
C  0.976  1.476  0.477
C  0.431  1.410  -0.914
N  0.043  1.435  -1.996
C  1.828  2.767  0.541
C  3.233  2.708  -0.052
C  3.352  2.561  -1.595
C  3.891  1.182  -2.065
C  3.035  0.506  -3.150
O  2.860  -0.898  -2.842
C  1.611  -1.364  -3.109
C  0.952  -2.211  -2.061
O  1.061  -1.123  -4.153
C  -0.283  1.562  1.428
C  -1.247  0.531  0.970
N  -2.055  -0.141  0.503
C  -0.935  2.947  1.407
O  -2.134  2.998  2.152
C  -3.312  2.760  1.488
C  -3.605  3.270  0.236
C  -4.825  3.019  -0.383
C  -5.044  3.575  -1.774
C  -5.775  2.264  0.279
C  -5.491  1.774  1.552
C  -4.277  2.005  2.170
C  -4.010  1.468  3.564
C  -3.608  -0.027  3.554
C  -5.268  1.658  4.459
C  0.115  1.206  2.905
O  0.791  2.073  3.497
O  -0.259  0.093  3.311
H  1.007  -1.212  4.906
H  1.788  -1.007  6.484
H  2.103  0.128  5.116
H  4.498  -1.919  3.645
H  4.041  -0.251  3.994
H  3.187  -1.926  1.845
H  1.737  -1.592  2.764
H  3.766  0.304  1.551
H  2.525  0.929  2.617
H  2.266  -0.105  -0.217
H  1.024  -0.635  0.874
H  1.869  3.054  1.595
H  1.295  3.572  0.029
H  3.704  3.664  0.198
H  3.856  1.949  0.415
H  2.433  2.813  -2.122
H  4.093  3.298  -1.912
H  3.963  0.492  -1.222
H  4.913  1.307  -2.424
H  3.597  0.549  -4.085
H  2.076  0.999  -3.280
H  0.283  -1.599  -1.455
H  0.335  -2.961  -2.551
H  1.663  -2.730  -1.417
H  -1.040  3.295  0.376
H  -0.237  3.616  1.908
H  -2.869  3.877  -0.280
H  -4.690  4.606  -1.817
H  -6.094  3.553  -2.062
H  -4.457  2.997  -2.490
H  -6.721  2.054  -0.207
H  -6.253  1.189  2.052
H  -3.226  2.033  4.062
H  -3.544  -0.444  2.553
H  -2.641  -0.153  4.041
H  -4.321  -0.628  4.126
H  -4.994  1.664  5.514
H  -5.820  2.564  4.203
H  -5.950  0.816  4.315
C  8.773  0.093  -6.982
C  8.056  0.329  -8.295
O  6.844  -0.431  -8.392
C  5.817  0.038  -7.678
O  5.822  1.039  -7.009
O  4.785  -0.783  -7.851
C  3.623  -0.439  -7.083
H  8.958  -0.973  -6.838
H  9.727  0.621  -6.975
H  8.177  0.445  -6.141
H  8.671  -0.014  -9.125
H  7.840  1.386  -8.451
H  3.314  0.585  -7.278
H  3.817  -0.579  -6.022
H  2.832  -1.116  -7.391
C  -5.021  -6.867  3.966
C  -6.393  -6.441  3.486
O  -6.498  -5.019  3.349
C  -5.894  -4.502  2.273
O  -5.324  -5.130  1.418
O  -6.055  -3.185  2.304
C  -5.391  -2.474  1.248
H  -4.772  -6.357  4.898
H  -5.001  -7.944  4.136
H  -4.255  -6.619  3.234
H  -7.149  -6.710  4.222
H  -6.656  -6.921  2.542
H  -5.691  -2.857  0.275
H  -4.312  -2.543  1.366
H  -5.689  -1.433  1.333

Its calculated total energy is -65776.4959 eV. Its net charge is -1. The value obtained for the LUMO energy is 2.16 eV.

---

No. 7
Entry from the OMol25 dataset: the ion C5H8NO3S with charge -1 in a non-equilibrium geometry (wB97M-V/def2-TZVPD).

Atoms and positions in Å:
C  -1.310  0.064  -1.336
C  0.756  -1.520  -0.768
C  0.191  -0.130  -0.892
C  1.153  1.034  -0.543
C  -1.057  0.576  1.800
N  -0.421  -0.513  1.256
O  -1.875  -0.867  -1.924
O  -1.845  1.165  -1.014
O  1.617  -1.692  0.355
S  1.089  -0.767  1.704
H  -0.073  -2.332  -0.877
H  1.434  -1.817  -1.619
H  0.527  1.874  -0.535
H  1.845  1.143  -1.443
H  1.867  1.082  0.383
H  -1.905  0.263  2.417
H  -0.440  1.303  2.146
H  -1.555  1.136  0.891

As for the energy above the lowest of the compared OMol25 structures with the same formula, charge and spin: 72.8 kcal/mol. Its calculated total energy is -23779.7909 eV. Its net charge is -1. The value obtained for the LUMO energy (spin up / spin down) is 3.23 / 3.25 eV.